# 1
ORCA calculation (ωB97M-V/def2-TZVPD) on a molecular structure, C59H60ClIrN3O3P3.

Output
Lowest unoccupied orbital energy (alpha / beta) ... -0.10772 / -0.10755 Ha
Expectation value of S² ... 0.75
HOMO (alpha / beta) ... -8.9067 / -9.7836 eV
Multiplicity ... 2
Net charge ... +1

```
130
Properties=species:S:1:pos:R:3:forces:R:3
Ir 0.268854 0.447336 -1.087138 0.5 -0.2 1.1
O 4.427225 -3.143869 -2.246659 0.0 -0.1 0.1
C 3.339262 -3.928573 -2.325641 0.1 0.0 0.0
C 3.525622 -5.232703 -2.785927 0.0 0.0 0.0
C 2.450871 -6.084384 -2.917054 0.0 0.0 0.0
C 1.157805 -5.662362 -2.599430 0.0 0.0 0.0
C 0.969536 -4.387801 -2.120869 0.0 0.0 0.0
C 2.049234 -3.505604 -1.956448 0.0 0.2 0.1
C 1.813514 -2.159085 -1.437268 0.1 -0.2 -0.1
O 0.572298 -1.909267 -0.885835 -0.3 0.2 0.0
N 2.709774 -1.241971 -1.515827 -0.4 0.2 0.1
N 2.275572 0.063119 -1.244083 0.1 -0.3 -0.5
C 3.191332 0.959868 -1.403135 0.1 -0.1 0.1
C 2.983749 2.373297 -1.399538 0.1 -0.1 -0.1
C 4.098832 3.170150 -1.746643 0.0 0.0 0.0
C 4.019649 4.535075 -1.799621 -0.1 0.0 0.0
C 2.794057 5.146948 -1.492001 0.1 0.1 0.0
C 1.695996 4.404951 -1.136734 0.0 -0.1 0.0
C 1.754743 2.995220 -1.072757 -0.1 0.1 0.2
O 0.680503 2.378162 -0.641573 0.0 0.4 -0.1
H 4.153081 -2.255702 -1.948647 0.0 0.0 -0.1
H 4.529465 -5.542328 -3.041682 0.0 0.0 0.0
H 2.614512 -7.090497 -3.280598 0.0 0.0 0.0
H 0.315637 -6.328552 -2.721586 0.0 0.0 0.0
H -0.023706 -4.045581 -1.870600 0.0 0.0 0.0
H 4.197768 0.598924 -1.602066 0.0 0.0 0.0
H 5.033127 2.672426 -1.978825 0.0 0.0 0.0
H 4.880360 5.128706 -2.070718 0.0 0.0 0.0
H 2.710953 6.225838 -1.533678 0.0 0.0 0.0
H 0.752131 4.871898 -0.883860 0.0 0.0 0.0
C -2.072962 0.415527 1.690655 0.2 0.0 0.0
N -1.597562 1.306068 2.705423 -0.1 0.1 -0.1
C -0.242475 1.802384 2.656316 0.0 -0.1 0.0
P 1.051544 0.510307 2.259284 0.1 0.3 0.2
C 0.830726 -0.796247 3.515265 0.1 0.0 -0.1
C 1.722895 -1.871840 3.443629 0.0 0.0 0.1
C 1.598728 -2.964351 4.285005 0.0 0.0 0.1
C 0.560764 -3.012160 5.207508 0.0 0.0 -0.1
C -0.327809 -1.952097 5.293045 0.0 0.0 0.0
C -0.193374 -0.848143 4.458659 0.0 0.0 0.1
C 2.500377 1.444604 2.887271 0.0 0.0 -0.1
C 2.826322 2.633986 2.233380 0.0 0.0 0.0
C 3.909726 3.396703 2.639968 0.0 0.0 0.0
C 4.693737 2.975389 3.705332 0.0 0.0 0.0
C 4.374845 1.797929 4.364386 0.0 0.0 0.0
C 3.283828 1.038057 3.963093 0.0 0.0 0.1
C -2.463086 1.716997 3.732181 0.0 0.0 -0.1
C -3.483385 0.876692 4.185364 0.0 0.0 0.0
C -4.343992 1.294578 5.190567 0.0 0.0 0.0
C -4.194530 2.540696 5.778380 0.0 0.0 0.0
C -3.174048 3.372616 5.339890 0.0 0.0 0.0
C -2.320681 2.975046 4.323063 0.0 0.0 0.0
P -1.846860 0.900986 -0.105397 0.0 -0.1 -0.8
C -3.215232 -0.117501 -0.752970 0.0 0.1 0.2
C -3.013917 -1.494698 -0.815085 -0.1 -0.1 0.2
C -4.015251 -2.338355 -1.265350 0.0 0.0 0.0
C -5.228126 -1.805059 -1.683853 0.0 0.0 0.0
C -5.430541 -0.433843 -1.639075 0.0 0.0 0.0
C -4.432819 0.409818 -1.165407 0.0 0.0 0.0
C -2.447562 2.606517 -0.167100 0.0 0.0 0.1
C -2.034828 3.426478 -1.211594 0.0 0.1 0.0
C -2.515453 4.720984 -1.324424 0.0 0.0 0.0
C -3.400328 5.216102 -0.375687 0.0 0.0 0.0
C -3.811248 4.408914 0.674787 0.0 0.0 0.0
C -3.342048 3.106807 0.778383 -0.1 0.0 0.0
H -3.153365 0.315443 1.778775 0.0 0.0 0.1
H -1.654638 -0.597850 1.788259 -0.1 0.0 0.0
H 0.009358 2.246264 3.617960 0.0 0.0 0.0
H -0.106261 2.569965 1.881223 0.0 0.0 0.0
H 2.537448 -1.845004 2.724642 0.0 0.0 0.1
H 2.306760 -3.780287 4.218924 0.0 0.0 0.0
H 0.451711 -3.868892 5.858924 0.0 0.0 0.0
H -1.129841 -1.973355 6.019556 0.0 0.0 0.0
H -0.888135 -0.026276 4.563730 0.0 -0.1 0.0
H 2.222654 2.978638 1.404857 0.0 0.0 -0.1
H 4.141909 4.316420 2.118544 0.0 0.0 0.0
H 5.545286 3.562577 4.022055 0.0 0.0 0.0
H 4.970911 1.468192 5.205269 0.0 0.0 0.0
H 3.047581 0.130849 4.504099 0.0 0.0 0.0
H -3.595070 -0.118025 3.773651 0.0 0.0 0.0
H -5.125627 0.626097 5.527229 0.0 0.0 0.0
H -4.861084 2.858788 6.567720 0.0 0.0 0.0
H -3.046372 4.352190 5.781835 0.0 0.0 0.0
H -1.556800 3.655642 3.971625 0.0 0.0 0.0
H -2.048257 -1.908127 -0.552581 0.1 0.0 0.0
H -3.844933 -3.406770 -1.309969 0.0 0.0 0.0
H -6.010000 -2.456700 -2.050014 0.0 0.0 0.0
H -6.371428 -0.014810 -1.970299 0.0 0.0 0.0
H -4.606675 1.477970 -1.125221 0.0 0.0 0.0
H -1.309936 3.050556 -1.913230 0.0 0.0 -0.1
H -2.190786 5.347967 -2.145048 0.0 0.0 0.0
H -3.768235 6.230574 -0.454739 0.0 0.0 0.0
H -4.500850 4.787754 1.417547 0.0 0.0 0.0
H -3.696902 2.491203 1.593177 0.0 0.0 0.0
C -2.391810 -0.655472 -3.927616 0.0 0.1 0.0
C -0.933277 -0.722604 -4.363635 -0.1 0.1 -0.1
P 0.155176 0.458333 -3.484161 -0.3 -0.2 0.0
C -0.376802 2.090551 -4.122137 0.0 0.0 0.0
C -0.185289 2.360097 -5.612535 0.0 0.0 0.0
C 1.790147 0.192584 -4.305859 0.0 0.0 -0.1
C 1.783708 -0.403737 -5.715786 0.0 0.0 0.0
H -2.973606 -1.435021 -4.419246 0.0 0.0 0.0
H -2.843768 0.303405 -4.188015 0.0 0.0 0.0
H -2.486174 -0.787170 -2.851350 0.1 0.0 -0.4
H -0.856288 -0.524473 -5.434531 0.1 -0.1 0.0
H -0.519939 -1.721201 -4.196083 0.0 0.0 0.0
H 0.158626 2.841453 -3.532642 0.0 0.0 0.0
H -1.432302 2.182228 -3.858829 0.0 0.0 0.0
H 0.868348 2.363991 -5.888512 0.0 0.0 0.0
H -0.590677 3.340195 -5.865138 0.0 0.0 0.0
H -0.700450 1.626332 -6.232592 0.0 0.0 0.0
H 2.380498 -0.458686 -3.667689 0.0 0.0 0.0
H 2.291299 1.165940 -4.302000 0.0 0.0 0.0
H 1.354870 -1.404723 -5.721164 0.0 0.0 0.0
H 2.808951 -0.489504 -6.077229 0.0 0.0 0.0
H 1.232534 0.202598 -6.430645 0.0 0.0 0.0
Cl 0.143719 -8.020614 1.986852 0.0 0.0 0.0
C 0.264810 -6.340682 1.588303 0.0 0.0 0.0
C -0.891691 -5.591180 1.440328 0.0 0.0 0.0
C -0.786144 -4.247404 1.118522 0.0 0.0 0.0
C 0.458524 -3.654485 0.936101 0.0 0.0 -0.2
C 0.573014 -2.208290 0.581151 0.1 -0.3 0.0
C 1.604865 -4.422774 1.117595 0.0 0.0 0.0
C 1.517803 -5.765454 1.437980 0.0 0.0 0.0
H -1.856932 -6.056054 1.583609 0.0 0.0 0.0
H -1.689056 -3.657634 1.018475 0.0 0.1 0.0
H 1.487594 -1.776390 0.980521 -0.1 0.0 -0.2
H -0.265299 -1.634853 0.957645 0.0 -0.1 -0.1
H 2.582531 -3.968479 1.002413 0.0 0.0 0.0
H 2.406936 -6.365348 1.570947 0.0 0.0 0.0
```
Forces are in eV/Å.

Mulliken population analysis, charges in e, atoms 1 to 8:
1 Ir 1.142
2 O -0.691
3 C 0.605
4 C -0.756
5 C -0.565
6 C -0.924
7 C -0.346
8 C -0.135



# 2
ORCA calculation (ωB97M-V/def2-TZVPD) on a molecular structure, C59H61Br2CsGeN8OPS3.

Output
Lowest unoccupied orbital energy (alpha / beta) ... 0.11717 / 0.09370 Ha
Expectation value of S² ... 0.75
HOMO (alpha / beta) ... -1.5321 / -1.5318 eV
Multiplicity ... 2
Net charge ... -2

```
137
Properties=species:S:1:pos:R:3:forces:R:3
Cs 2.441278 -0.765076 0.426137 -0.9 1.4 1.2
C 3.147862 1.519883 -2.954188 0.1 -0.1 0.0
C 3.972625 0.283794 -3.163407 0.0 0.0 0.0
C 4.960081 0.218322 -4.168586 0.1 -0.2 0.0
C 5.679168 -0.933403 -4.329446 0.0 0.1 0.0
C 5.428502 -2.051148 -3.504941 -0.2 0.1 0.1
C 6.085226 -3.293033 -3.609586 0.2 -0.3 -0.1
Br 7.459285 -3.562338 -4.918209 -0.1 0.0 0.0
C 5.750273 -4.346105 -2.798156 0.1 0.3 -0.2
C 4.766623 -4.178727 -1.833511 -0.2 0.0 0.2
Br 4.324755 -5.658659 -0.721845 0.1 0.0 -0.1
C 4.053525 -2.978170 -1.599449 0.2 -0.6 0.0
O 3.181774 -2.845497 -0.702346 0.6 -1.4 -1.1
C 4.417975 -1.892046 -2.514913 0.3 -0.2 -0.2
N 3.732784 -0.741432 -2.379733 -0.2 0.2 0.0
H 3.346151 2.265199 -3.723333 0.0 0.0 0.0
H 3.348067 1.967685 -1.977221 0.0 0.0 0.0
H 2.086574 1.266076 -2.972184 0.0 0.0 0.0
H 5.143718 1.073485 -4.806398 0.0 0.0 0.0
H 6.445106 -1.008087 -5.090193 0.0 0.0 0.0
H 6.247078 -5.299917 -2.906783 0.0 0.0 0.0
S 2.567123 2.277665 1.627771 -0.3 1.0 0.0
C 3.641527 2.081308 2.949614 -0.1 -0.5 -0.3
S 4.282730 0.524985 3.223407 0.3 -0.2 0.4
C 3.965696 3.180977 3.784516 0.0 0.0 -0.1
C 3.477896 4.472474 3.506868 -0.1 0.3 -0.1
N 3.065372 5.542620 3.325494 0.1 0.0 0.0
C 4.812778 3.093698 4.911223 0.2 -0.1 0.3
N 5.480876 3.098163 5.857063 0.0 0.0 0.0
N -2.927160 -1.950767 -2.605009 0.2 0.1 0.1
C -3.325403 -0.937890 -1.735944 -0.4 0.0 -0.2
C -4.704269 -0.717332 -1.592686 0.2 -0.1 -0.2
C -5.127732 0.295514 -0.754917 0.4 -0.3 0.9
C -4.185859 1.057260 -0.080497 -1.2 -3.0 2.5
C -2.849054 0.760392 -0.288394 0.1 -3.0 1.6
N -2.422630 -0.211724 -1.090173 0.3 0.0 0.2
C -1.663619 -2.379518 -3.016226 0.1 -0.1 -0.1
C -1.619109 -3.395830 -3.984090 0.0 0.0 0.0
C -0.388574 -3.830517 -4.434362 -0.1 0.1 0.1
C 0.763177 -3.242910 -3.928386 0.1 -0.1 0.0
C 0.612521 -2.256544 -2.969570 0.0 0.0 -0.1
N -0.565832 -1.833646 -2.516682 -0.3 0.1 0.1
H -3.683799 -2.377228 -3.108054 0.0 0.0 0.0
H -5.421820 -1.319588 -2.137857 0.0 0.0 0.0
H -6.186087 0.493174 -0.635164 0.0 0.0 0.0
H -4.470486 1.867052 0.577746 0.2 -0.1 0.0
H -2.069817 1.342662 0.193417 0.0 -0.2 0.2
H -2.535474 -3.822227 -4.376332 0.0 0.0 0.0
H -0.327405 -4.614298 -5.179036 0.0 0.0 0.0
H 1.746992 -3.549098 -4.256761 0.0 0.0 0.0
H 1.474481 -1.756558 -2.550287 0.2 0.0 0.1
C -2.573914 -2.066088 2.957467 -0.1 0.0 0.0
C -1.736321 -3.333403 2.817122 0.2 0.1 -0.1
C -1.891377 -3.854082 1.379679 0.0 0.1 0.1
C -2.230719 -4.396224 3.795174 0.0 0.1 -0.1
P 0.098099 -2.838914 2.921013 -0.3 -0.3 0.5
C 0.814104 -4.524053 3.140873 0.1 0.1 -0.2
C 0.819445 -5.278629 4.314109 0.0 -0.1 0.0
C 1.400362 -6.536798 4.350023 0.0 0.0 0.0
C 1.977585 -7.071396 3.206568 0.0 0.0 0.0
C 1.972501 -6.340914 2.029190 0.0 -0.1 0.0
C 1.403023 -5.075103 2.000039 0.0 0.0 0.0
C 0.420213 -1.938169 4.558399 0.1 0.1 -0.1
C 0.257494 -0.448291 4.206507 0.0 -0.1 -0.1
C 1.907401 -2.171962 4.866120 -0.1 -0.1 -0.1
C -0.420371 -2.238844 5.801781 0.1 0.0 -0.2
H -3.600012 -2.255834 2.625016 0.0 0.0 0.0
H -2.166295 -1.276182 2.334012 0.0 0.3 -0.1
H -2.612621 -1.710420 3.988012 0.0 0.0 -0.1
H -2.940819 -4.102898 1.186251 0.0 0.0 0.0
H -1.287452 -4.748227 1.211993 0.0 0.0 0.0
H -1.576048 -3.087721 0.668516 0.0 0.0 -0.1
H -3.299389 -4.565196 3.620342 0.0 0.0 0.0
H -2.106899 -4.085659 4.832826 0.0 0.0 0.0
H -1.709683 -5.341208 3.645241 0.0 0.0 0.0
H 0.363998 -4.891330 5.213431 0.0 0.0 0.0
H 1.404025 -7.099569 5.276386 0.0 0.0 0.0
H 2.429766 -8.055454 3.238775 0.0 0.0 0.0
H 2.437897 -6.744764 1.139981 -0.1 0.0 0.0
H 1.421784 -4.501980 1.078764 0.1 0.0 0.0
H 0.944756 -0.172864 3.405753 0.0 0.2 0.0
H 0.502614 0.169289 5.075342 0.0 0.0 0.0
H -0.756849 -0.200180 3.884719 0.0 0.0 0.0
H 2.506281 -2.085313 3.956154 0.1 0.1 0.1
H 2.081567 -3.156132 5.302560 0.0 0.0 0.0
H 2.264745 -1.411886 5.564228 0.0 0.0 0.0
H -1.462344 -1.947302 5.662979 0.0 0.0 0.1
H -0.015781 -1.653184 6.633083 0.0 0.0 0.0
H -0.386907 -3.286680 6.097577 0.0 0.0 0.0
C -2.480544 2.464236 4.596684 0.0 -0.1 0.0
N -1.214415 3.115206 4.429858 0.1 0.0 -0.2
C -0.615088 3.866777 5.515291 0.0 0.0 0.0
C 0.625686 4.467566 4.851726 0.0 0.1 0.1
N 0.279419 4.391697 3.440982 -0.1 -0.1 0.0
C -0.708389 3.509701 3.220225 0.1 0.3 0.6
S -1.263497 3.004544 1.745722 -0.3 0.0 -0.5
H -2.403043 1.676707 5.350602 0.0 0.0 0.0
H -2.756816 2.024799 3.640608 -0.1 0.0 0.0
H -3.261059 3.172511 4.906100 0.0 0.0 0.0
H -0.359062 3.210890 6.349887 0.0 0.0 0.0
H -1.309113 4.637485 5.882547 0.0 0.0 -0.1
H 1.519399 3.879688 5.068905 0.0 0.0 -0.1
H 0.814744 5.499113 5.142829 0.0 -0.1 0.0
H 1.012043 4.541303 2.755915 0.0 -0.2 -0.1
C -0.572260 0.996922 -4.722758 0.1 -0.4 0.8
Ge -0.853553 1.809095 -2.880694 -0.2 1.5 -1.7
C 0.251464 3.486016 -2.888250 0.2 -0.5 0.5
C 1.015171 3.913643 -3.969842 -0.1 -0.1 -0.2
C 1.793515 5.059229 -3.886823 0.0 0.1 0.0
C 1.829952 5.789050 -2.706099 0.0 -0.1 0.0
C 1.092980 5.362865 -1.609483 0.0 0.2 0.0
C 0.314755 4.220070 -1.701813 -0.1 -0.1 0.0
C -2.710602 2.648292 -2.974972 -0.1 -0.6 0.8
C -3.502441 2.446508 -1.869037 0.8 2.3 -2.1
C -4.869225 2.782893 -1.839558 -0.3 0.8 -0.4
C -5.464515 3.315247 -2.945823 0.1 -0.1 0.2
C -4.683367 3.634686 -4.081324 0.2 -0.1 -0.1
C -5.249504 4.284442 -5.203578 0.0 0.0 0.0
C -4.475456 4.675218 -6.259576 -0.1 0.0 0.0
C -3.086094 4.446125 -6.233878 0.0 0.0 0.0
C -2.516475 3.795713 -5.174840 0.0 -0.1 -0.1
C -3.290935 3.336970 -4.081296 -0.1 0.0 -0.3
H -0.868109 1.648198 -5.542139 -0.1 0.1 0.1
H -1.148099 0.071819 -4.787172 0.0 0.0 0.0
H 0.479177 0.726241 -4.836908 0.0 0.0 0.0
H 1.003787 3.351203 -4.899698 0.0 0.0 0.0
H 2.379265 5.382701 -4.739737 0.0 0.0 0.0
H 2.449699 6.674526 -2.635846 0.0 0.0 0.0
H 1.134160 5.918304 -0.681201 0.0 -0.1 0.0
H -0.244258 3.885691 -0.833499 0.1 0.1 0.1
H -3.060036 2.021579 -0.979152 0.0 2.7 -2.2
H -5.435160 2.594855 -0.934879 -0.1 0.5 -0.5
H -6.527174 3.531308 -2.962586 0.0 0.1 0.0
H -6.314677 4.489635 -5.194295 0.0 0.0 0.0
H -4.918777 5.185446 -7.106235 0.0 0.0 0.0
H -2.475570 4.794296 -7.058002 0.0 0.0 0.0
H -1.447242 3.649497 -5.131267 0.0 0.0 -0.1
```
Forces are in eV/Å.

Mulliken population analysis, charges in e, atoms 1 to 8:
1 Cs 0.725
2 C -0.378
3 C 0.267
4 C -0.856
5 C -0.993
6 C 0.859
7 C -0.093
8 Br -0.311